Arrangement i

This record from OMol25 describes 2 unconnected molecules or ions with the total composition C3H11N3O. The level of theory is ωB97M-V/def2-TZVPD.

Output
- LUMO level: 0.0293 Ha
- SMILES: [H]/N=C(\N)NCC.O
- HOMO level: -9.6 eV

The geometry in XYZ format:
```
18
C3H11N3O, DFT ωB97M-V/def2-TZVPD
H -0.525 0.640 -2.612
N 0.241 0.791 -1.960
C -0.263 0.986 -0.806
N -1.542 0.549 -0.446
N 0.374 1.613 0.284
C 1.242 0.882 1.281
C 1.242 -0.681 1.382
H -2.064 1.171 0.156
H -2.146 0.255 -1.201
H 1.007 2.248 -0.191
H 0.945 1.360 2.242
H 2.263 1.258 1.085
H 0.869 -0.850 2.396
H 2.290 -1.009 1.475
H 0.783 -1.027 0.463
O -1.568 -2.941 -1.490
H -0.921 -2.271 -1.258
H -2.229 -2.972 -0.799
```


Arrangement ii

This record from OMol25 describes 2 unconnected molecules or ions with the total composition C3H11N3O. The level of theory is ωB97M-V/def2-TZVPD.

Output
- LUMO level: 0.0343 Ha
- HOMO level: -6.8 eV

The geometry in XYZ format:
```
18
C3H11N3O, DFT ωB97M-V/def2-TZVPD
C -2.163 -0.744 0.487
N -0.753 -0.473 0.463
O -0.202 -0.611 1.803
H -0.220 -1.559 2.011
H 0.413 -1.473 -0.466
H -2.410 -1.754 0.863
H -2.531 -0.652 -0.539
H -2.686 -0.022 1.130
C 1.455 1.402 0.235
C 0.821 0.362 -0.640
N 0.198 0.780 -1.787
N 1.323 -0.915 -0.654
H -0.400 1.588 -1.703
H 0.182 0.129 -2.559
H 2.120 -1.008 -0.037
H 2.520 1.492 0.003
H 1.355 1.085 1.274
H 0.977 2.373 0.118
```


Arrangement iii

This record from OMol25 describes a molecular structure, C3H11N3O. The level of theory is ωB97M-V/def2-TZVPD.

Output
- LUMO level: 0.0262 Ha
- HOMO level: -7.9 eV

The geometry in XYZ format:
```
18
C3H11N3O, DFT ωB97M-V/def2-TZVPD
C 0.583 1.283 -1.158
C 1.053 0.832 1.182
N 0.182 0.615 0.057
H -1.305 0.692 0.338
H 1.576 0.945 -1.485
H -0.125 1.073 -1.960
H 2.069 0.463 0.974
H 0.668 0.317 2.064
H 1.143 1.901 1.423
H 0.624 2.373 -1.020
C -0.791 -0.954 -0.166
N -0.367 -1.832 0.841
O -0.577 -1.395 -1.447
N -1.968 -0.275 0.070
H 0.070 -2.111 -1.432
H -1.001 -1.846 1.627
H 0.633 -1.978 0.887
H -2.469 -0.103 -0.794
```


Arrangement iv

This record from OMol25 describes C3H11N3O in the gas phase. The level of theory is ωB97M-V/def2-TZVPD.

Output
- LUMO level: 0.0337 Ha
- SMILES: CC(C)(N)[N@@H+](N)[O-]
- HOMO level: -8.3 eV

The geometry in XYZ format:
```
18
C3H11N3O, DFT ωB97M-V/def2-TZVPD
C -0.201 -0.619 -1.466
C 0.522 -0.042 -0.269
C 1.098 -1.027 0.688
N 1.460 0.936 -0.660
N -0.680 0.781 0.710
N -2.026 0.327 0.429
O -0.337 0.720 1.974
H -0.882 -1.409 -1.168
H -0.766 0.149 -1.991
H 0.539 -1.036 -2.149
H 2.169 -1.148 0.549
H 0.595 -1.991 0.654
H 0.861 -0.560 1.709
H 1.950 1.347 0.122
H 1.082 1.653 -1.266
H -0.673 1.757 0.351
H -2.069 -0.651 0.703
H -2.642 0.812 1.080
```


Verdict on stability: arrangement i comes out on top.


Arrangement i

This record from OMol25 describes C3H11N3O in the gas phase. The level of theory is ωB97M-V/def2-TZVPD.

Output
- LUMO level: 0.0341 Ha
- SMILES: CN(N)[C@H](N)CO
- HOMO level: -8.9 eV

The geometry in XYZ format:
```
18
C3H11N3O, DFT ωB97M-V/def2-TZVPD
C 0.636 -1.389 0.572
N 0.779 -0.362 -0.445
N 2.178 0.484 -0.251
C -0.157 0.671 -0.447
N -0.508 1.275 0.811
C -1.590 -0.118 -1.020
O -2.306 -0.647 0.043
H 1.406 -2.143 0.402
H 0.750 -0.992 1.589
H -0.339 -1.865 0.483
H 2.838 -0.013 -0.845
H 2.522 0.392 0.709
H 0.104 1.395 -1.228
H -0.928 2.186 0.662
H 0.289 1.377 1.427
H -1.356 -0.909 -1.728
H -2.129 0.694 -1.523
H -2.191 -0.036 0.789
```


Arrangement ii

This record from OMol25 describes 2 unconnected molecules or ions with the total composition C3H11N3O. The level of theory is ωB97M-V/def2-TZVPD.

Output
- LUMO level: 0.0174 Ha
- SMILES: N=C(N)N.CCO
- HOMO level: -9.3 eV

The geometry in XYZ format:
```
18
C3H11N3O, DFT ωB97M-V/def2-TZVPD
N 1.425 0.130 -1.065
C 1.120 1.335 -1.399
N 0.273 2.086 -0.629
N 1.690 2.075 -2.481
H 1.916 -0.318 -1.832
H -0.112 1.673 0.185
H 0.408 3.082 -0.609
H 0.934 2.656 -2.914
H 2.320 2.826 -2.098
C -1.620 -2.068 2.294
C -1.114 -1.601 0.918
O 0.295 -1.592 0.903
H -2.672 -2.048 2.261
H -1.211 -1.364 3.016
H -1.259 -3.115 2.477
H -1.410 -2.281 0.109
H -1.512 -0.569 0.657
H 0.529 -0.909 0.207
```


Verdict on stability: arrangement ii comes out on top.